(1)
# C39H57Cl21N8

15 unconnected molecules or ions with the total composition C39H57Cl21N8 (ωB97M-V/def2-TZVPD, the Open Molecules 2025 dataset).

Summary:
* multiplicity: 1
* HOMO-LUMO gap: 8.238 eV
* electronic energy: -11622.22213 a.u.
* LUMO level: 0.19 eV
* E_HOMO: -8.050 eV

Each line ends with the Mulliken charge.
Element x y z (Å)
C  3.260  -4.989  2.896  -0.22
Cl  2.829  -4.668  4.592  -0.08
Cl  2.591  -3.770  1.831  -0.02
Cl  2.495  -6.532  2.373  -0.13
H  4.345  -5.144  2.879  0.42
C  -3.176  -0.896  6.825  1.22
Cl  -3.853  0.594  7.417  -0.11
Cl  -2.548  -0.562  5.151  -0.03
Cl  -4.459  -2.205  6.902  -0.17
H  -2.318  -1.317  7.337  -0.83
C  -2.406  -4.171  2.903  -0.12
Cl  -2.769  -3.146  1.574  0.00
Cl  -0.668  -4.433  3.173  -0.04
Cl  -3.285  -5.779  2.744  -0.16
H  -2.739  -3.725  3.841  0.27
C  4.086  -1.747  -3.549  -0.04
Cl  5.142  -1.024  -4.724  -0.11
Cl  2.948  -0.497  -2.883  0.05
Cl  4.897  -2.610  -2.202  -0.14
H  3.464  -2.525  -3.967  0.23
C  1.304  2.298  5.195  0.74
Cl  2.116  3.524  6.196  -0.12
Cl  -0.383  1.926  5.840  -0.07
Cl  2.236  0.735  5.268  -0.17
H  1.296  2.634  4.148  -0.48
C  -4.751  1.625  1.439  -0.18
Cl  -3.677  2.112  2.752  -0.02
Cl  -3.746  1.115  0.096  -0.06
Cl  -5.729  2.993  0.829  -0.14
H  -5.379  0.762  1.755  0.38
C  3.199  3.879  -3.063  1.10
Cl  2.491  5.162  -4.036  -0.15
Cl  3.846  4.586  -1.618  -0.14
Cl  4.329  3.033  -4.078  -0.10
H  2.428  3.236  -2.641  -0.76
N  0.214  -1.416  7.426  0.25
C  -0.023  -2.614  6.825  -0.54
C  -0.730  -3.370  7.809  -0.41
C  -0.923  -2.601  8.908  -0.38
C  -0.302  -1.391  8.674  -0.66
H  0.582  -0.580  6.950  0.07
H  0.115  -2.830  5.764  0.53
H  -1.165  -4.393  7.739  0.33
H  -1.400  -2.909  9.851  0.37
H  -0.310  -0.427  9.192  0.35
N  0.403  5.362  1.995  0.04
C  -0.313  5.538  3.139  -0.67
C  -1.627  5.507  2.873  -0.84
C  -1.771  5.338  1.502  -0.26
C  -0.507  5.126  0.992  -0.56
H  1.378  5.214  1.928  0.31
H  0.137  5.704  4.103  0.48
H  -2.354  5.601  3.656  0.46
H  -2.657  5.227  0.882  0.51
H  -0.141  4.905  0.008  0.52
N  -0.263  0.453  0.078  0.86
C  0.019  -0.855  0.187  -0.54
C  0.022  -1.163  1.580  0.41
C  -0.302  0.043  2.239  -0.44
C  -0.439  1.045  1.305  -1.64
H  -0.325  0.900  -0.789  -0.26
H  0.328  -1.405  -0.726  0.38
H  0.271  -2.098  2.049  0.25
H  -0.485  0.062  3.311  0.24
H  -0.828  2.036  1.280  0.88
C  -1.452  5.571  -2.550  -0.74
C  -2.333  4.482  -3.172  -0.55
C  -1.592  3.491  -4.011  -0.20
C  -0.485  2.871  -3.254  0.12
N  0.250  2.413  -2.512  -0.34
H  -1.322  6.457  -3.136  0.34
H  -0.528  5.060  -2.408  0.03
H  -1.697  5.852  -1.537  0.21
H  -3.128  4.829  -3.807  0.47
H  -2.868  3.935  -2.419  0.27
H  -1.215  3.845  -4.942  0.29
H  -2.228  2.617  -4.285  0.13
C  5.192  1.454  1.629  -1.53
C  4.222  1.293  0.516  0.04
C  2.726  1.525  0.969  1.24
C  2.684  2.735  1.822  0.23
N  2.827  3.709  2.400  -0.86
H  5.259  2.447  2.006  0.39
H  6.160  1.216  1.304  0.47
H  4.917  0.810  2.453  0.29
H  4.251  0.286  0.045  0.27
H  4.458  2.018  -0.226  0.08
H  2.350  0.693  1.580  -0.26
H  2.030  1.686  0.162  -0.40
C  -1.181  -6.356  -1.844  -1.26
C  -0.945  -5.213  -0.856  0.18
C  0.506  -4.613  -0.892  0.89
C  1.006  -4.332  -2.269  0.18
N  1.347  -4.142  -3.375  -0.57
H  -0.222  -6.851  -2.092  0.33
H  -1.672  -5.960  -2.749  0.23
H  -1.827  -7.123  -1.428  0.40
H  -0.999  -5.514  0.167  0.22
H  -1.586  -4.317  -0.948  -0.04
H  1.208  -5.274  -0.403  0.27
H  0.554  -3.723  -0.253  -0.75
C  2.032  -0.287  -6.924  -1.25
C  1.924  1.068  -6.177  0.58
C  1.101  2.134  -6.928  -0.17
C  -0.268  1.796  -7.088  0.20
N  -1.349  1.425  -6.975  -0.54
H  2.647  -0.267  -7.848  0.31
H  1.063  -0.653  -7.177  0.34
H  2.509  -1.055  -6.338  0.23
H  2.900  1.531  -5.956  0.07
H  1.498  0.878  -5.178  -0.16
H  1.445  2.469  -7.943  0.38
H  1.102  3.034  -6.297  0.06
C  -2.823  -3.548  -3.447  -0.79
C  -3.544  -2.995  -4.688  -0.75
C  -2.691  -1.928  -5.396  -0.42
C  -2.603  -0.821  -4.442  0.23
N  -2.580  -0.026  -3.589  -0.39
H  -1.817  -3.877  -3.687  0.12
H  -3.421  -4.352  -2.938  0.37
H  -2.733  -2.738  -2.793  0.36
H  -4.487  -2.484  -4.426  0.34
H  -3.803  -3.775  -5.455  0.34
H  -3.086  -1.516  -6.308  0.33
H  -1.708  -2.372  -5.609  0.25

***

(2)
# C39H57CoF3N5OP2Si2

A molecular structure, C39H57CoF3N5OP2Si2 (ωB97M-V/def2-TZVPD, the Open Molecules 2025 dataset).

Summary:
* <S²>: 6.0141
* relative energy (zero: lowest compared OMol25 entry of this formula, charge and spin): 0.00 kcal per mole
* multiplicity: 5
* HOMO-LUMO gap (alpha / beta): 8.342 / 7.478 eV
* electronic energy: -4813.49131 a.u.
* LUMO level (alpha / beta): 0.64 / -0.76 eV
* E_HOMO (alpha / beta): -7.699 / -8.241 eV

Each line ends with the Mulliken charge.
Element x y z (Å)
Co  0.789  -1.238  0.921  1.81
C  -2.159  -3.919  -1.987  -1.13
Si  -2.414  -2.080  -2.301  -0.14
C  -4.099  -1.656  -1.576  -0.80
C  -2.496  -1.869  -4.172  -1.09
N  -1.200  -1.157  -1.556  0.36
P  -0.162  -0.039  -1.862  3.02
C  0.712  0.338  -0.407  -1.43
P  1.047  1.486  0.841  1.52
N  1.184  0.625  2.158  -0.24
Si  1.661  0.541  3.797  0.64
C  1.348  -1.223  4.410  -1.09
C  3.468  0.942  4.099  -1.33
C  0.685  1.708  4.931  -1.53
C  2.491  2.473  0.349  0.78
C  2.323  3.524  -0.554  -0.44
C  3.413  4.270  -0.967  -0.82
C  4.678  3.981  -0.470  -0.72
C  4.848  2.947  0.436  -1.11
C  3.757  2.191  0.844  -0.74
C  -0.187  2.806  1.073  0.87
C  -1.360  2.920  0.345  0.30
C  -2.242  3.967  0.587  -0.42
C  -1.958  4.900  1.569  -0.93
C  -0.781  4.795  2.304  -0.77
C  0.102  3.761  2.050  -1.21
C  -0.886  1.459  -2.611  0.23
C  -0.059  2.496  -3.038  -0.71
C  -0.604  3.676  -3.513  -0.67
C  -1.984  3.830  -3.569  -0.72
C  -2.814  2.800  -3.154  -0.65
C  -2.264  1.617  -2.677  -0.53
C  1.103  -0.499  -3.089  0.03
C  0.798  -0.461  -4.449  -0.63
C  1.706  -0.929  -5.385  -0.77
C  2.930  -1.439  -4.971  -0.71
C  3.244  -1.472  -3.621  -0.57
C  2.335  -1.005  -2.683  -0.76
H  -3.026  -4.478  -2.341  0.46
H  -2.037  -4.126  -0.924  0.24
H  -1.285  -4.307  -2.512  0.19
H  -4.816  -2.458  -1.757  0.51
H  -4.524  -0.739  -1.987  0.37
H  -3.987  -1.522  -0.500  -0.16
H  -3.292  -2.494  -4.582  0.46
H  -1.559  -2.168  -4.647  0.28
H  -2.702  -0.838  -4.460  0.28
H  2.276  -1.671  4.762  0.42
H  0.980  -1.888  3.623  -0.01
H  0.635  -1.246  5.235  0.50
H  4.131  0.259  3.567  0.32
H  3.663  0.833  5.170  0.42
H  3.722  1.966  3.820  0.33
H  -0.080  1.171  5.493  0.42
H  0.184  2.515  4.399  0.31
H  1.359  2.160  5.660  0.46
H  1.334  3.766  -0.924  0.48
H  3.277  5.084  -1.668  0.45
H  5.529  4.570  -0.787  0.40
H  5.831  2.722  0.827  0.45
H  3.888  1.373  1.534  0.43
H  -1.592  2.199  -0.427  -0.09
H  -3.150  4.047  0.005  0.56
H  -2.645  5.713  1.762  0.38
H  -0.549  5.527  3.066  0.43
H  1.030  3.697  2.606  0.71
H  1.018  2.376  -2.994  0.67
H  0.044  4.478  -3.841  0.44
H  -2.410  4.753  -3.940  0.41
H  -3.889  2.917  -3.199  0.46
H  -2.904  0.820  -2.320  0.23
H  -0.154  -0.063  -4.780  0.52
H  1.461  -0.893  -6.438  0.44
H  3.640  -1.802  -5.703  0.40
H  4.201  -1.853  -3.290  0.55
H  2.594  -1.014  -1.634  0.29
C  -4.357  0.471  1.738  -1.61
C  -3.247  -0.242  2.505  1.57
C  -2.662  0.701  3.561  -1.47
C  -3.806  -1.501  3.160  -1.96
N  -2.257  -0.645  1.489  0.73
N  -1.128  -1.365  1.982  -0.43
H  -5.143  0.792  2.421  0.46
H  -4.789  -0.190  0.987  0.33
H  -3.969  1.356  1.237  0.26
H  -3.444  1.052  4.235  0.56
H  -2.201  1.569  3.089  0.12
H  -1.910  0.210  4.180  0.33
H  -4.638  -1.244  3.815  0.49
H  -3.055  -2.008  3.769  0.28
H  -4.164  -2.195  2.400  0.36
H  -1.911  0.165  0.984  -0.72
H  -1.382  -2.348  1.988  0.39
H  -0.889  -1.089  2.935  0.01
F  3.456  -1.877  2.160  -0.38
C  2.893  -1.676  0.917  0.19
F  3.706  -0.709  0.361  -0.16
F  3.277  -2.822  0.219  -0.29
C  1.634  -5.793  0.486  -1.10
N  1.384  -4.965  -0.675  0.30
C  1.941  -5.396  -1.940  -0.98
C  0.877  -3.747  -0.550  0.61
O  0.484  -3.257  0.517  -1.21
H  2.709  -5.908  0.635  0.35
H  1.183  -6.777  0.344  0.35
H  1.204  -5.313  1.360  0.27
H  1.676  -6.439  -2.122  0.31
H  3.029  -5.301  -1.934  0.33
H  1.537  -4.788  -2.746  0.32
H  0.816  -3.175  -1.482  0.07

***

- The highest electronic energy belongs to which entry?
  C39H57CoF3N5OP2Si2

***

- electronic energy of number 2 (C39H57CoF3N5OP2Si2)?
  -4813.49131 a.u.

***

- electronic energy of number 1 (C39H57Cl21N8)?
  -11622.22213 a.u.

***

- Look up the multiplicity of the second one.
  5